Here is a structure of composition C28H53I2NO6P in a non-equilibrium geometry from the OMol25 dataset. Energies are from ωB97M-V with the def2-TZVPD basis set.

```
91
Properties=species:S:1:pos:R:3
C 6.17 1.76 2.33
C 4.84 2.61 2.22
C 3.59 1.75 2.60
N 3.39 0.53 1.77
C 3.91 -0.64 2.32
C 3.80 -1.92 1.66
C 3.06 -1.94 0.38
C 2.93 -3.33 -0.29
I 1.17 -4.56 -0.12
C 4.00 -3.83 -0.99
C 5.36 -3.07 -1.17
I 3.92 -5.79 -1.90
C 2.49 -0.69 -0.20
P 1.56 -0.89 -1.78
O 0.36 -1.75 -1.57
O 2.53 -1.74 -2.85
O 1.04 0.49 -2.52
C 2.71 0.54 0.56
C 2.16 1.90 0.01
C 0.74 2.29 0.60
C -0.22 1.08 0.94
C -1.36 1.65 1.92
C -2.80 1.70 1.26
C -3.80 0.67 1.93
C -3.55 -0.84 1.50
C -4.77 -1.49 0.70
C -4.43 -1.66 -0.84
C -4.55 -0.31 -1.66
C -3.67 -0.37 -2.99
C -2.38 0.53 -2.79
O -2.66 1.88 -3.18
C -1.50 2.70 -3.14
H 7.01 2.43 2.01
H 6.32 1.35 3.36
H 6.13 0.91 1.59
H 4.77 3.01 1.17
H 4.86 3.51 2.89
H 2.67 2.41 2.53
H 3.60 1.41 3.68
H 4.43 -0.59 3.30
H 4.21 -2.87 2.09
H 5.69 -2.74 -0.14
H 5.28 -2.15 -1.80
H 6.14 -3.78 -1.53
H 3.25 -1.15 -3.17
H 1.76 0.76 -3.14
H 2.22 1.97 -1.11
H 2.87 2.71 0.35
H 0.22 2.90 -0.19
H 0.87 3.00 1.47
H -0.74 0.74 0.01
H 0.26 0.24 1.50
H -1.04 2.64 2.36
H -1.43 0.95 2.80
H -3.23 2.72 1.47
H -2.74 1.57 0.15
H -3.82 0.76 3.05
H -4.83 0.94 1.57
H -3.43 -1.50 2.41
H -2.66 -0.90 0.83
H -5.75 -0.96 0.88
H -4.92 -2.54 1.08
H -3.37 -2.02 -0.91
H -5.14 -2.39 -1.33
H -5.60 -0.09 -1.99
H -4.24 0.53 -0.98
H -4.26 0.12 -3.80
H -3.36 -1.41 -3.24
H -2.16 0.55 -1.68
H -1.51 0.07 -3.34
H -1.00 2.68 -4.15
H -0.78 2.36 -2.34
H -1.74 3.77 -2.90
C 1.74 -6.31 3.97
C 2.69 -5.16 4.24
O 3.05 -4.51 3.02
H 2.20 -7.03 3.29
H 1.47 -6.82 4.89
H 0.83 -5.95 3.48
H 3.61 -5.53 4.70
H 2.23 -4.43 4.91
H 2.23 -4.18 2.62
C -5.23 3.85 -3.27
C -5.35 4.73 -4.50
O -6.43 5.65 -4.36
H -6.16 3.30 -3.11
H -4.41 3.14 -3.38
H -5.06 4.46 -2.38
H -5.55 4.13 -5.39
H -4.43 5.29 -4.67
H -6.25 6.19 -3.58
```

The calculation puts the gap between HOMO and LUMO at 6.71 eV. As for the energy above the lowest of the compared OMol25 structures with the same formula, charge and spin: 60.7 kcal per mole. Its HOMO energy is -0.4139 Ha. As for the total energy: -69152.543 eV. The value obtained for the largest force on an atom is 4.1 eV/A. Its total charge is +1. The calculation puts the LUMO energy at -4.553 eV.